(1)
This record from OMol25 describes a molecular structure, C25H23BI2IrN10O. The level of theory is ωB97M-V with the def2-TZVPD basis set.

Properties
Total charge: +3
Energy relative to the best compared isomer or geometry (same formula, charge and spin): 11.1 kcal/mol
HOMO (spin up / spin down): -15.77 / -15.77 eV
Multiplicity: 5
<S²>: 6.03

Last column: Mulliken charge in e.
Positions of all 63 atoms, in Å:
Ir 0.3771 -0.5014 -0.6232  2.506
I 1.5656 3.5781 2.3036  0.558
I 4.7135 6.0184 -2.0002  0.543
O 1.6910 1.2375 0.2814  -0.256
N -3.4526 0.3770 1.8742  0.247
N -1.3550 -1.5348 -0.6256  -1.040
N -3.6556 -0.0296 3.1651  -1.026
N -0.9514 -0.0935 2.1267  0.559
N 2.2985 -0.2397 -1.7518  -0.553
N 0.2004 -0.5691 1.5830  -0.598
N -2.2918 -1.1773 0.2832  1.137
N -1.8071 1.2943 0.2021  1.133
N -0.8182 1.1606 -0.7084  -0.971
N 1.3347 -2.3564 -0.6419  0.147
C -2.3321 2.5219 0.0990  -0.013
C -4.9416 0.1111 3.3934  -0.311
C 1.0420 -3.3227 0.2454  -0.106
C -3.0643 -2.9386 -0.8221  -1.215
C -5.6236 0.5848 2.2531  -0.900
C -1.6823 3.2042 -0.9165  -1.558
C 2.3913 -1.4579 -2.5879  -0.979
C 2.7459 -3.8656 -1.8271  -1.051
C 3.4440 3.2884 -2.0944  -0.479
C 2.5393 1.0029 -2.5065  -0.918
C 2.4572 3.4286 0.5186  -0.332
C -0.7414 2.3023 -1.3958  -0.024
C 3.1659 4.5192 0.0069  -0.384
C 0.5649 -0.1397 3.7418  -1.492
C 2.7605 2.2077 -1.6153  0.289
C 2.2648 2.2109 -0.2478  0.376
C -4.6453 0.7431 1.3104  -0.299
C -0.7535 0.1584 3.4277  0.002
C 2.1671 -2.6247 -1.6669  0.894
C -1.8082 -2.6004 -1.2992  -0.154
C 3.6696 4.4517 -1.3145  -0.407
C 1.1169 -0.5949 2.5508  -0.317
C 2.4442 -4.8665 -0.9123  -0.396
C 1.5822 -4.5887 0.1368  -0.929
C -3.3303 -2.0191 0.1762  -0.039
B -2.1692 0.1058 1.1877  -0.215
H -1.2155 -3.0574 -2.0741  0.465
H 3.3271 5.4069 0.6051  0.446
H -1.9044 4.1892 -1.2860  0.493
H -4.1843 -1.9085 0.8236  0.465
H 2.1141 -0.9507 2.3476  0.515
H -0.0393 2.4036 -2.2069  0.477
H 1.3252 -5.3406 0.8688  0.480
H 2.8819 -5.8499 -1.0186  0.455
H 1.0278 -0.0963 4.7114  0.530
H 3.0024 -0.3209 -1.0188  0.354
H 0.3649 -3.0508 1.0415  0.522
H -1.5805 0.4633 4.0450  0.617
H 3.4183 -4.0478 -2.6537  0.532
H 3.3583 -1.5282 -3.0917  0.604
H 3.8416 3.2631 -3.1025  0.520
H -3.1466 2.8231 0.7355  0.681
H 3.4203 0.8828 -3.1456  0.653
H -3.6957 -3.7423 -1.1548  0.479
H -4.7113 1.0515 0.2797  0.599
H 1.6848 1.1643 -3.1703  0.333
H -5.3432 -0.1337 4.3635  0.495
H 1.6143 -1.4018 -3.3561  0.385
H -6.6731 0.7948 2.1477  0.470



(2)
This record from OMol25 describes 11 unconnected molecules or ions with the total composition C38H52F24O28S3 at a distorted geometry. The level of theory is ωB97M-V with the def2-TZVPD basis set.

Properties
Total charge: 0
SMILES string: CCOC(=O)C(F)(F)F.CCOC(=O)C(F)(F)F.CCOC(=O)C(F)(F)F.CCOC(=O)C(F)(F)F.CCOC(=O)C(F)(F)F.CCOC(=O)C(F)(F)F.CCOC(=O)C(F)(F)F.CCOC(=O)C(F)(F)F.O=S1(=O)OCCO1.O=S1(=O)OCCO1.O=S1(=O)OCCO1
Energy relative to the best compared isomer or geometry (same formula, charge and spin): 0.0 kcal/mol
HOMO: -10.71 eV

Last column: Mulliken charge in e.
Positions of all 145 atoms, in Å:
S 0.2613 5.5707 -1.6006  1.305
S 4.1320 2.6524 -8.4607  0.957
S 1.6171 11.5002 -2.2613  1.000
F -3.3493 8.0549 -3.9640  -0.206
F 0.4783 11.4851 -9.2661  -0.214
F -2.3981 14.1416 -15.9666  -0.243
F -3.5946 10.1429 -3.4294  -0.244
F 5.2746 10.0546 -11.9621  -0.296
F 0.3158 8.3667 -10.1955  -0.272
F -6.8305 6.8440 -8.1916  -0.202
F 1.8897 8.8747 -8.7997  -0.220
F 4.8334 4.5548 -3.4362  -0.270
F 4.9954 6.9546 -10.2645  -0.248
F 2.8364 5.2586 -3.8844  -0.149
F -1.0212 13.7674 -17.6011  -0.253
F 3.5002 8.8407 -11.6929  -0.151
F -0.3850 14.9112 -15.8802  -0.243
F 2.1345 7.2040 -10.1629  -0.288
F 4.1581 4.6139 -5.4810  -0.248
F -5.9042 7.0886 -10.1553  -0.256
F 5.6137 8.3493 -8.7299  -0.281
F 5.1109 8.1263 -12.9639  -0.276
F 4.8655 6.3835 -8.1747  -0.215
F 2.3006 11.9845 -8.2074  -0.245
F -6.5593 5.1411 -9.4821  -0.253
F 0.9712 13.5590 -8.8778  -0.269
F -4.2502 9.4484 -5.3912  -0.245
O 7.5978 6.3070 -8.0487  -0.556
O 7.4351 6.1654 -10.2838  -0.259
O 2.1298 2.6561 -4.5829  -0.533
O 4.0987 2.1317 -3.6591  -0.313
O 1.6110 5.8762 -1.3265  -0.568
O 0.4918 12.1778 -15.8921  -0.578
O 2.5272 11.3525 -11.0770  -0.199
O -4.0515 4.9830 -8.8321  -0.348
O -1.4358 12.1040 -14.7285  -0.298
O 1.7924 12.0026 -0.9475  -0.559
O 0.1027 11.0535 -2.4820  -0.279
O -0.1184 4.1237 -1.0431  -0.407
O 0.9039 7.1909 -7.1596  -0.232
O 2.2378 10.0322 -2.3231  -0.329
O 3.1587 1.7968 -9.4066  -0.386
O -6.3389 8.1969 -4.3288  -0.187
O -5.7587 9.0146 -2.3225  -0.554
O 2.5898 13.5965 -10.8643  -0.333
O 2.7923 9.2837 -14.2994  -0.546
O -4.1498 6.9439 -7.7266  -0.509
O 4.2824 10.9536 -14.1758  -0.206
O 0.0062 5.9250 -8.7905  -0.565
O 2.9902 3.6308 -7.8851  -0.127
O -0.7956 6.4535 -1.2627  -0.569
O 0.1052 5.1861 -3.1490  -0.097
O 4.6253 1.8207 -7.4240  -0.511
O 2.0180 12.2555 -3.3806  -0.512
O 5.0251 3.3943 -9.2625  -0.525
C -8.6481 8.0176 -4.8608  -1.020
C -0.2615 3.1616 -2.1063  -0.291
C -2.8304 4.6147 -8.2033  0.241
C -1.1280 13.8760 -16.2693  0.826
C 4.4935 0.0368 -4.7661  -0.992
C -0.2047 11.1513 -12.8571  -0.245
C 3.2144 2.9448 -4.1548  0.585
C -0.6309 3.9798 -3.3424  -0.007
C -4.1592 9.1291 -4.0931  1.016
C 5.5782 7.0505 -9.0688  1.206
C 3.2466 13.8076 -12.1099  0.400
C -6.0109 6.2904 -9.0832  0.737
C -3.0513 3.4449 -7.2336  -1.098
C 1.2369 9.0267 -2.2236  0.191
C 1.4731 12.3636 -9.1910  0.808
C -7.6014 7.7222 -3.8241  -0.219
C -0.5921 7.1911 -5.3484  -1.527
C 1.2768 7.8671 -9.3883  1.051
C 8.8025 5.7664 -10.4310  -0.254
C 3.6206 11.6149 -15.2408  0.288
C 0.4058 6.3285 -6.1312  1.186
C 4.7372 13.5597 -12.0066  -0.992
C 2.2455 12.3764 -10.5301  0.207
C -0.0746 9.7689 -1.9137  -0.076
C 4.4272 9.2100 -12.5590  1.016
C -5.5388 8.8024 -3.4799  0.211
C 3.7254 9.8235 -13.7897  0.247
C 9.6578 6.9588 -10.8335  -1.125
C 3.7760 4.3763 -4.2215  0.665
C -0.5927 12.5856 -15.6148  0.391
C -4.6094 6.1236 -8.4561  0.431
C 1.8273 1.8720 -8.9362  -0.445
C -1.0648 10.8827 -14.0649  -0.567
C 7.0186 6.4909 -9.0772  0.047
C 1.7000 3.2716 -8.3625  0.329
C 0.6142 6.8796 -8.4041  0.067
C 3.9628 11.0641 -16.6101  -1.469
C 3.8368 0.7213 -3.5847  -0.241
H -0.8993 9.2322 -2.3800  0.105
H -0.9727 2.4486 -1.7036  0.309
H 1.1813 8.4393 -3.1411  -0.057
H -0.7917 11.7438 -12.1439  0.424
H -1.9756 10.3596 -13.7854  0.375
H 5.2975 13.9890 -12.8382  0.394
H 4.6153 -1.0241 -4.5487  0.441
H -0.1495 5.4676 -6.5109  -0.092
H -2.1454 4.3223 -8.9920  0.311
H 4.9237 10.5540 -16.6066  0.338
H -0.2877 9.8232 -0.8459  0.358
H 2.5456 11.6728 -15.0595  -0.002
H 9.1661 5.3652 -9.4849  0.362
H -1.7059 4.1235 -3.4544  0.215
H 9.3250 7.3094 -11.8115  0.284
H 9.5699 7.7722 -10.1130  0.308
H -2.4123 5.4067 -7.5902  0.104
H 3.2192 10.3449 -16.9679  0.309
H -7.5096 6.6409 -3.7108  0.251
H -9.6625 7.6769 -4.6493  0.394
H 3.0105 14.8161 -12.4414  0.405
H 8.8366 4.9940 -11.1936  0.304
H -1.4124 7.5392 -5.9726  0.386
H 2.7991 0.4229 -3.4345  0.244
H 2.8468 13.1642 -12.9021  -0.355
H 1.2072 5.9161 -5.5259  -0.224
H -3.8319 3.7273 -6.5283  0.330
H 0.1114 10.2450 -12.3472  0.174
H 1.0962 1.6709 -9.7168  0.389
H 4.3082 0.4320 -2.6415  0.369
H 1.6010 1.1265 -8.1640  0.273
H -8.4114 7.5662 -5.8282  0.142
H 5.4841 0.4396 -4.9640  0.277
H 0.6625 11.7769 -13.0704  -0.217
H -8.7419 9.0760 -5.1251  0.324
H -7.8222 8.1745 -2.8618  0.344
H 3.8988 12.6727 -15.2513  0.399
H 5.1535 14.0444 -11.1182  0.384
H 4.9568 12.4981 -11.9415  0.064
H 1.3595 4.0386 -9.0621  0.123
H 0.9475 3.2948 -7.5676  -0.087
H -3.2682 2.5194 -7.7652  0.356
H -0.5492 10.2307 -14.7734  0.347
H -0.1738 3.5199 -4.2154  0.069
H 0.7077 2.7044 -2.3141  0.110
H 1.4675 8.3247 -1.4260  0.150
H -0.9794 6.6873 -4.4686  0.326
H 3.8754 0.2229 -5.6417  0.171
H 10.7111 6.6863 -10.8836  0.388
H -2.1179 3.2816 -6.6900  0.144
H -0.0380 8.0570 -4.9758  0.358
H 3.9140 11.8439 -17.3699  0.430



(3)
This record from OMol25 describes a molecular structure, CH2Cl2NO2P at a distorted geometry. The level of theory is ωB97M-V with the def2-TZVPD basis set.

Properties
Total charge: 0
Energy relative to the best compared isomer or geometry (same formula, charge and spin): 44.1 kcal/mol
HOMO: -10.25 eV

Last column: Mulliken charge in e.
Positions of all 9 atoms, in Å:
Cl 4.2784 0.8052 -0.9907  -0.090
Cl 3.6843 -1.2960 0.6651  -0.167
P 0.8359 -0.9428 -0.3382  0.318
O 1.3055 0.2743 0.2896  -0.404
O 3.8519 1.0881 1.5161  -0.357
N 1.2515 -0.8087 -2.0342  -0.361
C 3.9111 0.4256 0.5477  0.617
H 2.0182 -0.1325 -2.2963  0.232
H 0.9610 -1.4520 -2.6296  0.211



(4)
This record from OMol25 describes a single C16H20N4O3 molecule at a distorted geometry. The level of theory is ωB97M-V with the def2-TZVPD basis set.

Properties
Total charge: 0
SMILES string: CNC(=O)[C@@H](Cc1c[nH]c2ccccc12)NC(=O)CNC(C)=O
Energy relative to the best compared isomer or geometry (same formula, charge and spin): 45.7 kcal/mol
HOMO: -8.15 eV

Last column: Mulliken charge in e.
Positions of all 43 atoms, in Å:
O 0.0621 -3.0587 -1.4996  -0.678
O 2.0377 -1.5610 1.5844  -0.685
O 3.1703 -0.0804 -2.9270  -0.770
N -0.5755 2.0136 3.2389  -0.017
N -0.1378 -1.9056 1.9683  -0.157
N 1.4646 -1.3226 -1.1501  -0.056
N 1.7349 -1.4129 -3.9586  -0.153
C -3.0782 2.3160 3.0865  -0.820
C -2.6272 1.6902 0.4049  -0.378
C 1.0971 -2.4450 -1.7618  0.710
C 0.7424 0.7693 0.1136  -1.632
C -1.5017 1.7370 1.2232  0.305
C 0.3676 1.4928 2.4206  -1.218
C -0.0670 -1.8949 3.4390  -0.810
C 1.7551 -2.5968 -3.0710  -1.007
C 0.8815 -1.4668 1.1807  -0.023
C 2.1425 0.8240 -4.8977  -0.923
C 0.6392 -0.7540 -0.1308  0.455
C -4.1938 2.3477 2.1825  -0.367
C -1.7767 1.9934 2.5872  0.107
C 2.3789 -0.2654 -3.8774  0.804
C -3.9176 1.8690 0.8557  -0.647
C -0.0836 1.3207 1.2078  0.802
H 1.3132 1.3236 2.6912  0.631
H -2.4549 1.4893 -0.6264  0.437
H -0.2247 -0.8503 3.8867  0.152
H 0.8997 -2.2940 3.7486  0.303
H -4.7874 1.9184 0.1292  0.258
H 2.2352 -0.7268 -1.5429  0.344
H 1.3415 -3.5414 -3.4952  0.359
H 0.5597 1.3206 -0.7860  0.611
H 1.2568 0.4275 -5.4997  0.242
H 1.8601 1.7053 -4.2748  0.273
H -0.7363 -2.6327 3.9736  0.349
H -1.0481 -1.9383 1.7070  0.225
H 3.0406 0.8371 -5.5453  0.286
H 1.7461 0.9853 0.3990  0.498
H -3.2697 2.5784 4.1120  0.350
H -0.3712 -0.9084 -0.3109  0.626
H 1.0085 -1.4235 -4.7385  0.266
H -0.5086 2.0158 4.2399  0.284
H -5.1449 2.8687 2.5058  0.327
H 2.7696 -2.7640 -2.7928  0.335



The lowest energy relative to the best compared isomer or geometry (same formula, charge and spin) belongs to which entry? C38H52F24O28S3